A structure of composition C94H85GeMoN2OP2STe. Source: the Open Molecules 2025 dataset; level of theory: the ωB97M-V functional and the def2-TZVPD basis.

```
188
Properties=species:S:1:pos:R:3:forces:R:3:mulliken_charge:R:1
Mo 0.120 -0.100 0.100 3.07 0.72 0.49 -2.95
O 2.135 -0.904 2.613 0.00 -0.21 0.24 -0.90
S 1.730 -1.464 1.303 -0.45 0.88 0.55 3.06
C 1.522 -3.251 1.672 -0.13 -0.08 -0.23 -0.56
C 2.609 -3.764 2.342 -0.07 0.09 -0.02 -0.47
C 2.712 -5.084 2.800 0.03 -0.07 0.05 -1.44
C 1.652 -5.906 2.583 -0.03 0.02 0.04 0.38
C 1.446 -7.346 2.980 -0.01 -0.01 0.00 -0.84
C 0.012 -7.679 2.502 0.04 0.04 0.01 -0.71
C -0.471 -6.409 1.849 -0.05 0.00 -0.10 0.38
C -1.649 -6.125 1.237 0.04 -0.10 0.04 -1.49
C -1.832 -4.819 0.760 -0.08 0.05 -0.11 -0.14
C -0.921 -3.784 0.841 0.04 -0.07 0.02 -0.03
P -1.594 -2.130 0.314 -0.98 -0.35 0.09 2.29
C -3.118 -2.091 1.419 0.10 -0.10 0.24 0.55
C -3.131 -1.359 2.598 0.00 0.01 0.01 0.50
C -4.124 -1.543 3.556 -0.03 -0.08 -0.01 -0.44
C -5.124 -2.477 3.359 0.10 0.00 -0.02 -0.96
C -5.185 -3.142 2.141 0.03 -0.04 0.00 -1.29
C -4.221 -2.921 1.172 -0.06 0.01 -0.09 0.20
C -2.600 -2.493 -1.196 0.02 0.04 -0.11 1.20
C -2.638 -3.663 -1.943 -0.03 -0.01 0.10 0.06
C -3.604 -3.838 -2.925 -0.06 -0.02 0.01 -1.16
C -4.515 -2.831 -3.206 0.03 -0.01 -0.03 -1.05
C -4.456 -1.638 -2.498 0.03 0.00 0.04 -1.27
C -3.517 -1.480 -1.492 0.08 0.09 0.05 0.07
C 0.361 -4.069 1.442 0.11 -0.04 0.03 -0.70
C 0.510 -5.402 1.929 0.04 0.09 -0.03 0.46
C 3.369 -1.584 0.513 0.02 -0.07 -0.06 -0.02
C 4.408 -1.406 1.391 0.04 0.25 -0.04 -0.57
C 5.760 -1.654 1.066 0.05 0.02 -0.06 -1.49
C 6.042 -2.122 -0.179 0.03 -0.03 0.05 0.33
C 7.345 -2.530 -0.825 -0.05 0.01 -0.04 -0.96
C 6.958 -2.924 -2.277 -0.02 0.03 0.03 -0.83
C 5.461 -2.732 -2.338 -0.01 0.06 0.00 0.34
C 4.563 -2.909 -3.350 0.07 -0.09 -0.06 -1.55
C 3.225 -2.548 -3.122 -0.06 -0.05 0.08 0.56
C 2.732 -2.058 -1.924 0.12 0.16 0.02 -1.15
P 1.111 -1.124 -1.956 -0.03 0.30 -0.60 3.66
C 1.708 0.020 -3.304 0.11 -0.03 -0.01 0.39
C 2.358 1.181 -2.903 -0.14 -0.07 0.12 0.44
C 3.045 1.980 -3.804 0.02 0.05 -0.04 -0.02
C 3.089 1.636 -5.144 0.00 -0.06 0.06 -1.27
C 2.429 0.490 -5.569 -0.02 0.03 -0.03 -1.05
C 1.752 -0.311 -4.661 -0.09 0.07 0.03 -0.29
C 0.170 -2.353 -2.981 0.12 -0.19 0.12 1.31
C -0.738 -1.965 -3.964 -0.04 0.12 0.01 0.11
C -1.263 -2.890 -4.854 0.08 -0.02 -0.03 -0.47
C -0.887 -4.224 -4.784 -0.02 0.04 -0.01 -0.95
C -0.028 -4.636 -3.777 -0.04 -0.04 0.02 -0.88
C 0.480 -3.710 -2.875 -0.07 0.03 0.09 -1.14
C 3.634 -1.963 -0.834 0.05 -0.17 -0.01 -1.04
C 4.989 -2.268 -1.104 -0.11 -0.03 0.04 0.68
H 3.435 -3.101 2.541 0.01 0.00 0.04 0.63
H 3.607 -5.419 3.310 0.00 0.04 0.01 0.51
H 1.550 -7.463 4.059 0.00 -0.02 0.00 0.26
H 2.191 -7.996 2.518 0.01 0.02 -0.02 0.28
H -0.634 -7.950 3.338 -0.02 -0.01 -0.01 0.27
H -0.005 -8.514 1.800 0.00 -0.01 0.00 0.29
H -2.441 -6.858 1.132 -0.01 0.02 -0.01 0.52
H -2.782 -4.624 0.295 -0.04 0.05 0.07 0.57
H -2.381 -0.602 2.740 0.09 -0.04 0.03 -0.93
H -4.102 -0.954 4.465 0.02 0.00 0.00 0.44
H -5.871 -2.660 4.122 -0.03 0.03 -0.01 0.34
H -5.999 -3.825 1.932 -0.02 0.04 -0.03 0.40
H -4.374 -3.369 0.199 0.12 -0.15 0.06 0.11
H -1.927 -4.456 -1.760 0.00 -0.02 0.01 0.60
H -3.644 -4.773 -3.471 0.05 0.02 -0.04 0.36
H -5.263 -2.972 -3.978 -0.01 -0.01 0.01 0.34
H -5.151 -0.833 -2.704 -0.01 0.00 0.00 0.62
H -3.532 -0.571 -0.892 -0.03 0.02 -0.03 -0.15
H 4.158 -1.049 2.380 -0.01 -0.05 0.05 0.80
H 6.533 -1.485 1.807 -0.04 0.02 0.02 0.49
H 7.799 -3.365 -0.288 0.02 0.01 0.00 0.33
H 8.063 -1.708 -0.808 0.01 -0.01 0.01 0.25
H 7.236 -3.954 -2.508 0.01 0.00 0.00 0.40
H 7.458 -2.286 -3.009 0.01 -0.02 -0.02 0.30
H 4.864 -3.273 -4.326 -0.03 0.01 0.00 0.45
H 2.550 -2.639 -3.958 -0.02 0.04 -0.06 0.51
H 2.305 1.462 -1.860 -0.03 -0.01 -0.10 -1.41
H 3.536 2.879 -3.452 -0.04 -0.05 0.00 0.55
H 3.627 2.254 -5.852 -0.03 0.02 0.00 0.35
H 2.444 0.209 -6.616 -0.01 0.01 0.01 0.40
H 1.259 -1.195 -5.036 0.00 -0.04 0.01 0.32
H -1.021 -0.924 -4.040 -0.02 0.02 0.03 -0.10
H -1.963 -2.559 -5.611 0.00 0.00 0.00 0.44
H -1.276 -4.942 -5.497 0.00 0.01 0.00 0.37
H 0.256 -5.679 -3.694 -0.01 0.01 0.03 0.42
H 1.151 -4.047 -2.095 0.03 -0.03 -0.03 0.45
C -3.999 3.689 -3.226 0.03 -0.11 0.08 -1.51
C -4.110 3.729 -1.700 -0.06 0.02 -0.03 2.57
C -4.167 5.181 -1.213 0.05 -0.06 0.03 -1.70
C -5.315 2.940 -1.219 0.03 0.03 0.02 0.67
C -6.569 3.307 -1.709 -0.05 -0.04 0.04 -0.65
C -7.725 2.669 -1.301 0.07 0.04 0.01 -1.29
C -7.638 1.653 -0.361 -0.02 0.01 -0.03 -0.82
C -6.411 1.252 0.148 -0.05 -0.21 0.07 0.49
C -6.336 0.225 1.266 -0.10 0.02 -0.06 2.85
C -7.427 -0.842 1.172 0.10 0.03 0.06 -2.02
C -6.408 0.945 2.618 0.07 -0.07 -0.03 -1.51
C -5.231 1.877 -0.298 -0.10 0.08 0.06 -0.66
N -4.012 1.392 0.217 0.30 -0.01 0.17 1.90
C -3.339 2.202 0.953 0.00 -0.01 -0.46 -1.57
C -2.114 2.063 1.691 0.14 0.29 -0.17 -0.67
C -1.868 3.091 2.607 -0.12 -0.07 0.11 -1.80
C -0.991 2.589 3.551 0.16 0.01 -0.15 -1.44
C -0.749 1.253 3.196 0.17 0.11 0.16 0.21
N -1.312 0.957 1.979 -0.26 -0.20 0.37 1.93
C -0.321 0.299 4.336 -0.07 0.01 -0.11 2.84
C -1.384 0.478 5.449 -0.05 0.00 0.01 -1.80
C -0.313 -1.209 4.009 0.10 0.07 -0.10 -1.26
C 1.001 0.758 4.957 0.09 -0.10 -0.05 -1.55
H -3.101 4.212 -3.554 0.08 0.03 -0.03 0.32
H -4.865 4.159 -3.698 0.03 0.00 -0.02 0.41
H -3.934 2.656 -3.572 0.01 0.01 -0.02 0.26
H -3.212 3.270 -1.293 0.05 -0.05 -0.03 -1.29
H -5.060 5.686 -1.592 0.01 0.02 0.01 0.27
H -3.289 5.728 -1.566 -0.02 0.01 0.01 0.43
H -4.189 5.231 -0.122 -0.01 0.02 -0.02 0.37
H -6.638 4.122 -2.420 0.02 -0.01 -0.01 0.33
H -8.688 2.971 -1.697 0.00 0.00 0.01 0.37
H -8.548 1.180 -0.015 0.01 -0.04 0.01 0.26
H -5.357 -0.259 1.207 -0.06 -0.03 -0.07 -1.25
H -8.417 -0.419 1.354 -0.04 0.00 -0.02 0.51
H -7.256 -1.616 1.922 -0.06 0.10 -0.07 0.36
H -7.425 -1.312 0.186 -0.04 -0.04 0.00 0.34
H -7.360 1.474 2.716 0.00 0.01 0.01 0.36
H -5.597 1.671 2.709 -0.01 0.01 0.03 0.28
H -6.314 0.229 3.439 -0.05 0.05 -0.03 0.39
H -3.786 3.187 1.147 0.11 0.07 -0.05 0.14
H -2.364 4.052 2.616 0.00 0.00 -0.02 0.68
H -0.622 3.101 4.427 -0.07 -0.05 0.03 0.60
H -2.393 0.328 5.058 0.03 -0.01 0.00 0.24
H -1.340 1.474 5.888 -0.02 0.01 -0.02 0.43
H -1.204 -0.256 6.242 -0.01 0.00 -0.02 0.44
H -1.212 -1.693 4.392 -0.02 -0.01 0.00 0.48
H 0.554 -1.695 4.456 0.01 0.01 -0.03 0.47
H -0.275 -1.383 2.937 -0.02 -0.02 0.04 -0.59
H 0.951 1.818 5.210 0.03 0.02 0.03 0.29
H 1.833 0.599 4.282 0.11 -0.02 -0.11 -0.16
H 1.189 0.201 5.882 0.00 0.00 -0.04 0.55
Te -1.355 1.075 -1.885 -0.71 0.47 -0.51 -1.11
C -0.255 2.578 -2.908 -0.16 -0.03 0.07 1.55
C 0.296 3.655 -2.219 0.06 -0.02 -0.05 0.35
C 0.829 4.742 -2.896 0.04 -0.04 -0.01 -0.41
C 0.824 4.767 -4.286 0.00 -0.01 -0.01 -0.91
C 0.281 3.696 -4.983 -0.03 0.06 0.00 -0.94
C -0.261 2.615 -4.300 -0.07 -0.01 -0.04 -0.43
H 0.306 3.635 -1.141 -0.02 0.02 -0.07 -0.54
H 1.242 5.574 -2.335 0.01 -0.02 0.02 0.44
H 1.237 5.614 -4.821 0.00 0.00 0.01 0.35
H 0.272 3.708 -6.067 0.01 -0.03 0.00 0.40
H -0.692 1.792 -4.859 0.01 -0.01 0.01 0.34
C 1.476 1.093 0.384 -1.24 -1.40 -0.37 2.15
Ge 2.917 2.312 0.863 0.13 0.47 0.03 2.98
C 4.253 2.510 -0.587 -0.08 -0.10 0.00 -0.31
C 4.589 3.758 -1.109 0.00 -0.03 0.02 -0.88
C 5.596 3.890 -2.059 0.03 -0.01 0.01 -0.79
C 6.282 2.771 -2.509 0.02 0.02 0.03 -0.87
C 5.951 1.519 -2.010 0.03 -0.03 0.05 -0.80
C 4.946 1.395 -1.061 0.06 0.10 -0.01 1.15
C 2.130 4.088 1.163 -0.01 -0.04 -0.06 0.19
C 2.944 5.159 1.541 -0.01 0.01 -0.04 -0.13
C 2.410 6.424 1.738 0.00 0.00 0.01 -0.93
C 1.046 6.635 1.568 0.00 -0.03 -0.04 -0.63
C 0.225 5.575 1.213 -0.02 0.02 0.01 -0.59
C 0.765 4.310 1.017 0.01 -0.06 0.18 -0.30
C 4.086 2.124 2.448 -0.13 -0.18 -0.03 0.23
C 3.717 2.728 3.648 -0.10 -0.09 0.05 -0.35
C 4.548 2.683 4.760 0.00 -0.01 0.03 -0.71
C 5.771 2.033 4.688 0.02 0.03 -0.02 -0.82
C 6.167 1.452 3.491 0.00 -0.03 0.01 -0.53
C 5.334 1.508 2.381 -0.01 0.06 0.00 -0.40
H 4.053 4.640 -0.778 0.01 0.02 -0.02 0.26
H 5.839 4.869 -2.455 -0.01 0.00 0.01 0.37
H 7.066 2.873 -3.250 -0.01 0.00 -0.01 0.36
H 6.467 0.634 -2.367 -0.02 0.00 0.00 0.47
H 4.688 0.409 -0.698 -0.01 -0.05 0.03 0.23
H 4.007 5.001 1.691 0.00 0.02 0.01 0.55
H 3.054 7.246 2.029 0.01 -0.01 0.00 0.37
H 0.625 7.621 1.722 0.01 0.00 0.00 0.40
H -0.842 5.726 1.097 0.01 -0.02 0.00 0.49
H 0.112 3.478 0.778 -0.05 0.01 0.08 -0.70
H 2.766 3.241 3.715 -0.04 0.00 0.03 0.57
H 4.238 3.156 5.684 -0.01 -0.01 -0.01 0.42
H 6.420 1.992 5.554 -0.01 0.00 0.00 0.36
H 7.130 0.959 3.421 0.00 0.02 -0.02 0.44
H 5.673 1.081 1.447 0.02 -0.03 -0.02 0.46
```
Forces are in eV/Å.

- Strongest force on any atom: 0.0620 Eh/bohr
- E_HOMO: -3.50 eV
- Frontier orbital gap: 5.37 eV
- Energy: -198964.07808 eV
- Total charge: -1